Record 1
{
  "formula": "C12H15BCl2N6O2Os",
  "method": "ωB97M-V/def2-TZVPD",
  "species": ["C", "N", "N", "C", "C", "B", "N", "N", "C", "C", "C", "Os", "N", "N", "C", "C", "C", "H", "H", "H", "H", "H", "H", "H", "H", "H", "H", "H", "C", "H", "H", "H", "Cl", "C", "Cl", "C", "O", "O", "H"],
  "coordinates": [[-1.545, -0.733, -2.215], [-0.700, -0.076, -1.387], [0.325, 0.436, -2.172], [0.092, 0.128, -3.452], [-1.078, -0.603, -3.523], [1.557, 1.108, -1.547], [0.966, 2.188, -0.617], [-0.012, 1.920, 0.369], [-0.236, 3.089, 1.041], [0.567, 4.074, 0.478], [1.289, 3.478, -0.535], [-0.907, 0.260, 0.771], [2.224, 0.055, -0.614], [1.462, -0.505, 0.388], [2.181, -1.400, 1.049], [3.464, -1.417, 0.478], [3.446, -0.499, -0.558], [1.766, -1.976, 1.873], [4.196, -0.187, -1.250], [4.286, -2.023, 0.789], [2.343, 1.519, -2.350], [2.021, 3.867, -1.230], [0.776, 0.478, -4.207], [0.613, 5.102, 0.776], [-1.533, -0.980, -4.415], [-0.935, 3.099, 1.864], [-2.393, -1.285, -1.832], [-0.943, 0.359, 2.815], [-1.959, 0.661, 2.478], [-2.151, 1.661, 2.896], [-2.366, 0.558, 1.264], [-2.597, -0.037, 3.050], [-4.042, -3.056, 0.920], [-2.420, -3.670, 1.373], [-1.743, -4.852, 0.244], [-1.403, -2.511, 1.526], [-0.573, -2.549, 2.436], [-1.543, -1.542, 0.670], [-2.495, -4.136, 2.357]],
  "nbo_charge": [0.029, -0.250, -0.326, 0.150, -0.209, 0.498, -0.316, -0.270, 0.033, -0.195, 0.205, 1.263, -0.247, -0.234, 0.039, 0.046, 0.151, 0.294, 0.301, 0.303, 0.065, 0.300, 0.291, 0.315, 0.306, 0.254, 0.265, 0.305, -0.689, 0.338, 0.214, 0.349, 0.321, -0.388, 0.449, 0.776, -0.429, -0.660, 0.355],
  "charge": 4,
  "total_energy_ev": -53858.0219,
  "spin_multiplicity": 5,
  "orbital_gap_ev": [6.04, 3.67],
  "s2": 6.05
}


Record 2
{
  "formula": "C2H6NO4S",
  "method": "ωB97M-V/def2-TZVPD",
  "species": ["C", "C", "N", "O", "O", "O", "O", "S", "H", "H", "H", "H", "H", "H"],
  "coordinates": [[1.441, 0.357, -0.202], [2.264, -0.884, -0.112], [1.877, 1.495, 0.104], [-0.782, -0.747, 0.607], [-0.823, 1.575, -0.150], [-3.668, 0.302, 0.500], [-3.101, -0.843, -0.186], [-0.437, 0.166, -0.529], [3.437, -0.587, -0.172], [2.075, -1.456, 0.895], [2.093, -1.501, -1.039], [-2.237, -1.155, 0.244], [1.054, 2.194, -0.038], [-3.192, 1.084, 0.079]],
  "nbo_charge": [0.056, -0.685, -0.655, -1.055, -1.063, -0.493, -0.533, 1.431, 0.203, 0.246, 0.215, 0.488, 0.377, 0.469],
  "charge": -1,
  "total_energy_ev": -22684.4369,
  "orbital_gap_ev": 7.95
}


Record 3
{
  "formula": "C4H11N2O",
  "method": "ωB97M-V/def2-TZVPD",
  "species": ["C", "C", "C", "C", "N", "N", "O", "H", "H", "H", "H", "H", "H", "H", "H", "H", "H", "H"],
  "coordinates": [[-1.780, 0.015, 0.421], [-1.098, -1.069, -0.480], [0.987, -0.224, 0.154], [1.232, 0.571, -1.201], [1.891, -0.387, 1.098], [-0.693, 0.954, 0.670], [0.199, -1.271, 0.020], [-2.511, 0.585, -0.083], [-2.251, -0.492, 1.260], [-1.760, -1.833, -0.338], [-1.196, -0.831, -1.519], [0.250, 0.484, -1.670], [1.934, -0.061, -1.697], [1.822, 1.488, -1.195], [2.832, 0.071, 1.009], [1.611, -1.010, 1.949], [-0.863, 1.655, -0.077], [-0.607, 1.356, 1.679]],
  "nbo_charge": [-0.255, -0.093, 0.730, -0.687, -0.782, -0.766, -0.474, 0.218, 0.226, 0.225, 0.192, 0.233, 0.252, 0.262, 0.443, 0.446, 0.403, 0.427],
  "smiles": "CC(=[NH2+])OCCN",
  "charge": 1,
  "total_energy_ev": -9346.2557,
  "orbital_gap_ev": 11.62
}


Record 4
{
  "formula": "C35H36MoN4OSSi",
  "method": "ωB97M-V/def2-TZVPD",
  "species": ["Mo", "N", "C", "S", "N", "N", "C", "C", "C", "C", "C", "C", "C", "C", "C", "C", "C", "C", "N", "H", "H", "H", "H", "H", "H", "H", "H", "H", "H", "H", "C", "C", "C", "C", "C", "C", "H", "H", "H", "H", "H", "H", "C", "C", "C", "C", "Si", "O", "C", "C", "C", "C", "C", "C", "C", "C", "C", "C", "C", "C", "H", "H", "H", "H", "H", "H", "H", "H", "H", "H", "H", "H", "H", "H", "H", "H", "H", "H", "H"],
  "coordinates": [[0.067, 1.498, 1.347], [0.284, -0.724, 5.129], [-0.006, -0.261, 3.910], [1.335, 0.097, 2.827], [-1.258, -0.152, 3.560], [-1.371, 0.311, 2.253], [-2.441, -0.037, 1.590], [-3.475, -0.945, 2.080], [-3.809, -2.047, 1.283], [-4.756, -2.956, 1.723], [-5.396, -2.749, 2.937], [-5.079, -1.647, 3.724], [-4.104, -0.758, 3.314], [-2.515, 0.517, 0.212], [-3.607, 0.399, -0.615], [-3.540, 0.953, -1.896], [-2.380, 1.573, -2.306], [-1.318, 1.663, -1.414], [-1.409, 1.186, -0.175], [1.237, -0.869, 5.413], [-0.457, -1.072, 5.717], [-3.301, -2.213, 0.340], [-4.995, -3.821, 1.121], [-6.145, -3.452, 3.276], [-5.586, -1.490, 4.666], [-3.844, 0.088, 3.934], [-4.493, -0.111, -0.267], [-4.389, 0.879, -2.562], [-2.276, 1.984, -3.299], [-0.382, 2.127, -1.692], [1.682, 3.225, 1.455], [1.315, 3.028, 2.784], [-0.051, 2.928, 3.112], [-1.035, 3.364, 2.169], [-0.627, 3.814, 0.911], [0.692, 3.597, 0.494], [2.720, 3.201, 1.160], [2.068, 2.843, 3.535], [-0.352, 2.719, 4.128], [-2.062, 3.472, 2.488], [-1.351, 4.239, 0.227], [1.008, 3.879, -0.501], [2.947, -2.891, -1.582], [2.501, -2.012, -0.403], [3.750, -1.623, 0.409], [1.558, -2.828, 0.508], [1.716, -0.470, -1.125], [1.010, 0.513, 0.072], [0.333, -0.846, -2.335], [0.260, -0.260, -3.607], [-0.752, -0.588, -4.503], [-1.727, -1.506, -4.143], [-1.700, -2.073, -2.875], [-0.693, -1.735, -1.983], [2.997, 0.641, -1.886], [3.478, 0.491, -3.190], [4.475, 1.319, -3.690], [5.017, 2.316, -2.893], [4.578, 2.468, -1.585], [3.579, 1.640, -1.095], [3.413, -3.809, -1.213], [3.691, -2.385, -2.202], [2.109, -3.185, -2.217], [4.229, -2.522, 0.809], [3.514, -0.984, 1.260], [4.488, -1.108, -0.207], [2.134, -3.539, 1.109], [0.855, -3.421, -0.075], [0.998, -2.202, 1.209], [1.011, 0.455, -3.917], [-0.768, -0.139, -5.488], [-2.502, -1.782, -4.847], [-2.456, -2.796, -2.591], [-0.692, -2.200, -1.004], [3.101, -0.304, -3.823], [4.835, 1.181, -4.701], [5.797, 2.958, -3.282], [5.032, 3.219, -0.949], [3.281, 1.730, -0.057]],
  "mulliken_charge": [-1.575, -0.398, 0.550, -0.389, -1.549, 1.793, 0.667, -0.592, -0.174, -0.909, -0.469, -0.830, -0.128, 0.579, -0.541, -0.988, -1.057, -0.347, 1.047, 0.238, 0.244, 0.541, 0.453, 0.432, 0.427, 0.494, 0.743, 0.494, 0.506, 0.519, 0.464, -1.024, -0.139, -0.546, -0.132, -0.874, 0.849, 0.444, 0.549, 0.575, 0.421, 0.556, -1.877, 2.414, -1.629, -1.618, -1.743, 2.076, 0.651, -0.093, -1.074, -0.606, -0.934, -0.022, 0.577, -0.521, -0.909, -0.655, -0.887, 0.309, 0.525, 0.356, 0.344, 0.578, 0.177, 0.342, 0.534, 0.377, 0.083, 0.519, 0.490, 0.461, 0.484, 0.246, 0.523, 0.454, 0.418, 0.467, 0.241],
  "charge": 2,
  "total_energy_ev": -65444.7403,
  "orbital_gap_ev": 5.90
}


What is the formula in the first record?
C12H15BCl2N6O2Os


Number 1 is which compound?
C12H15BCl2N6O2Os